ORCA calculation (ωB97M-V/def2-TZVPD) on a structure of composition C17H58Ag2F3O15 at a distorted geometry.

The geometry in XYZ format:
```
95
Properties=species:S:1:pos:R:3:lowdin_charge:R:1
Ag 8.051 -3.404 -16.489 0.8461
Ag 8.033 -4.786 -12.518 0.8298
C 9.143 -6.375 -14.846 -0.3448
O 8.893 -6.826 -13.528 -0.1275
O 8.706 -5.109 -14.919 0.0212
C 10.524 -6.746 -15.409 -0.5729
F 10.606 -8.070 -15.503 0.1713
F 10.653 -6.229 -16.625 0.1779
F 11.537 -6.302 -14.671 0.1928
C 9.071 -8.224 -13.235 -0.2127
C 8.454 -8.568 -11.890 -0.0315
H 7.374 -8.451 -11.963 0.0643
H 8.650 -9.631 -11.728 0.0813
H 8.907 -8.010 -11.071 0.0684
H 10.131 -8.476 -13.240 0.1056
H 8.586 -8.860 -13.983 0.1104
H 8.402 -6.946 -15.460 0.2144
C 5.492 -5.504 -17.046 -0.1113
O 5.950 -4.265 -16.495 -0.1958
H 5.299 -5.391 -18.115 0.0994
H 6.230 -6.295 -16.918 0.0767
H 4.548 -5.877 -16.644 0.0981
H 5.195 -3.780 -16.144 0.1085
C 7.513 -10.671 -16.326 -0.1775
O 7.740 -12.067 -16.312 -0.0981
H 8.363 -10.110 -16.742 0.0721
H 6.615 -10.414 -16.882 0.0806
H 7.443 -10.296 -15.285 0.0505
H 8.705 -12.155 -16.301 0.0219
C 5.611 -6.566 -13.469 -0.1104
O 5.983 -5.925 -12.247 -0.1608
H 6.305 -7.366 -13.732 0.0717
H 4.622 -7.020 -13.402 0.1003
H 5.618 -5.874 -14.317 0.0593
H 5.164 -5.754 -11.769 0.1016
C 11.728 -11.378 -10.663 -0.0404
O 10.425 -11.091 -10.059 -0.1463
H 11.604 -11.995 -11.548 0.0986
H 12.110 -10.401 -10.949 0.0537
H 12.372 -11.829 -9.913 0.1017
H 10.003 -11.954 -9.971 0.1164
C 11.384 -3.483 -17.126 -0.0896
O 10.115 -2.814 -17.240 -0.1831
H 12.232 -2.801 -17.038 0.1061
H 11.415 -4.018 -16.181 0.0631
H 11.507 -4.125 -17.996 0.0623
H 10.218 -2.154 -17.936 0.1083
C 11.775 -4.780 -11.986 -0.1069
O 10.447 -4.352 -12.317 -0.1743
H 11.862 -5.853 -11.859 0.0604
H 12.565 -4.435 -12.655 0.0972
H 12.045 -4.310 -11.033 0.0928
H 10.491 -3.419 -12.551 0.0937
C 4.683 -9.907 -11.566 -0.0947
O 4.546 -8.829 -10.613 -0.1463
H 3.950 -10.679 -11.322 0.0956
H 4.430 -9.567 -12.568 0.0777
H 5.656 -10.376 -11.445 0.0752
H 3.725 -8.962 -10.131 0.0984
C 9.594 -9.107 -7.438 0.0248
O 10.270 -8.846 -8.618 0.1954
H 10.173 -8.588 -6.649 0.1634
H 8.645 -8.522 -7.517 0.1714
H 9.469 -10.162 -7.213 0.1290
H 10.264 -9.695 -9.193 0.1057
C 8.693 -4.834 -9.165 -0.1190
O 8.073 -5.478 -10.267 -0.2130
H 7.978 -4.166 -8.671 0.0955
H 8.976 -5.529 -8.367 0.0745
H 9.543 -4.248 -9.498 0.0770
H 7.291 -6.002 -9.980 0.0345
C 12.086 -6.095 -19.916 -0.1645
O 11.285 -4.961 -20.210 -0.1277
H 12.972 -6.087 -20.556 0.0888
H 12.383 -6.157 -18.871 0.0603
H 11.607 -7.063 -20.113 0.0825
H 10.943 -5.114 -21.097 0.0877
C 13.335 -8.432 -12.409 -0.1686
O 13.965 -7.483 -11.561 -0.0959
H 13.709 -9.453 -12.268 0.0808
H 12.247 -8.330 -12.323 0.0514
H 13.638 -8.263 -13.444 0.0890
H 13.583 -7.629 -10.690 0.0735
C 5.383 -6.652 -8.041 -0.1022
O 5.743 -6.600 -9.420 -0.1667
H 6.295 -6.575 -7.446 0.0742
H 4.736 -5.823 -7.747 0.0930
H 4.812 -7.546 -7.786 0.0893
H 5.362 -7.357 -9.903 0.0382
C 11.081 -11.603 -15.703 -0.1439
O 10.507 -12.385 -16.747 -0.1147
H 11.306 -10.606 -16.087 0.0705
H 10.377 -11.655 -14.870 0.0750
H 12.008 -12.018 -15.293 0.0858
H 11.222 -12.734 -17.288 0.1054
```

As for the charge: +3. For the total energy, the calculation gives -65398.077 eV. As for the multiplicity: 3. Its HOMO-LUMO gap (alpha / beta) is 7.98 / 2.52 eV. As for the LUMO energy (alpha / beta): -7.586 / -13.054 eV.